# 1
Molecular formula: C25H18CrN3O5S
Method: DFT, ωB97M-V with the def2-TZVPD basis set

Summary:
Gap between HOMO and LUMO (alpha / beta) in eV: 7.33 / 7.79
HOMO energy (alpha / beta) in eV: -7.886 / -8.012
⟨S²⟩: 0.7606
Multiplicity: 2
E_tot in a.u.: -2946.7222

Structure (XYZ):
```
53
Properties=species:S:1:pos:R:3:forces:R:3:mulliken_spin:R:1
Cr 0.91152 -0.68115 0.53962 -0.12 -0.69 -0.41 1.0801
O 2.37745 -1.04189 4.25976 0.01 0.02 0.04 0.0040
C 2.16857 -0.88560 3.08408 0.01 -0.06 -0.11 -0.0052
N 1.16606 -1.43949 2.30094 -0.13 0.20 0.08 -0.0127
C 0.05172 -2.04283 2.87026 0.07 -0.03 -0.10 -0.0054
O -0.13108 -2.33806 4.02340 0.00 -0.07 0.03 0.0025
C -1.02213 -2.30978 1.82897 0.15 0.00 0.02 0.0016
C -2.11885 -3.09780 2.11697 -0.01 0.00 0.02 -0.0002
C -3.04496 -3.32521 1.11252 0.00 0.00 -0.02 0.0002
C -2.83857 -2.76449 -0.14016 -0.01 -0.02 0.01 0.0017
C -1.71917 -1.97930 -0.34729 -0.03 0.06 0.04 0.0065
N -0.83595 -1.75697 0.62593 -0.27 0.20 0.09 -0.0165
C 3.08655 -0.01238 2.24631 -0.07 -0.13 0.02 0.0190
C 4.23254 0.53254 2.78964 0.03 0.01 0.02 -0.0050
C 5.07089 1.26303 1.96384 -0.01 -0.01 -0.01 0.0035
C 4.73233 1.41655 0.62777 0.00 -0.01 0.00 -0.0021
C 3.55396 0.85694 0.16753 -0.01 0.08 -0.05 0.0085
N 2.74465 0.16368 0.96446 -0.05 0.10 0.15 -0.0347
H -2.21397 -3.50769 3.11225 -0.01 0.00 0.00 0.0001
H -3.91738 -3.93677 1.30072 0.00 -0.01 0.00 0.0000
H -3.53303 -2.92827 -0.95188 -0.01 -0.01 0.00 -0.0003
H -1.50333 -1.51747 -1.30246 -0.01 0.02 0.01 -0.0033
H 4.43529 0.36068 3.83712 0.02 0.00 -0.01 0.0000
H 5.98157 1.69888 2.35251 0.00 0.00 0.00 0.0002
H 5.36612 1.96003 -0.05822 0.00 0.02 0.02 -0.0001
H 3.24243 0.96099 -0.86381 -0.02 -0.03 0.02 -0.0025
S 1.74587 -2.17867 -1.01536 0.38 0.64 0.10 -0.0232
C 0.96877 -1.76556 -2.55793 -0.22 -0.25 0.03 0.0058
C 1.06288 -0.50217 -3.13690 0.06 0.04 0.05 -0.0015
C 0.48376 -0.24732 -4.37031 -0.03 -0.03 -0.02 0.0025
C -0.19373 -1.24940 -5.05246 0.02 0.02 0.03 -0.0031
C -0.29413 -2.51083 -4.48337 0.00 0.00 0.02 0.0023
C 0.27883 -2.76555 -3.24571 -0.03 -0.01 -0.01 -0.0022
H 1.57811 0.28981 -2.61027 0.00 -0.03 -0.02 -0.0008
H 0.56468 0.74266 -4.80078 0.00 0.01 0.00 0.0001
H -0.63565 -1.04947 -6.01965 -0.01 0.01 0.00 -0.0002
H -0.81982 -3.30194 -5.00321 0.00 -0.01 0.00 0.0001
H 0.19839 -3.74958 -2.80068 0.01 0.00 0.00 0.0005
O -0.36145 3.73442 1.80815 -0.05 -0.04 0.04 0.0006
C -1.48161 3.49297 1.07922 0.04 0.01 0.03 0.0008
C -2.56082 4.36815 1.07589 -0.04 0.01 -0.02 -0.0001
C -3.66842 4.10628 0.28523 0.01 0.01 0.03 -0.0005
C -3.70500 2.98292 -0.52787 0.05 -0.02 -0.01 0.0003
C -2.62453 2.11597 -0.52520 -0.03 0.04 -0.10 -0.0011
C -1.51834 2.34827 0.28342 -0.04 -0.07 0.10 -0.0054
C -0.46538 1.30411 0.34377 0.11 0.08 0.03 0.0005
O 0.01676 0.91142 1.44842 0.08 0.15 -0.07 -0.0053
O -0.08484 0.70826 -0.70056 0.10 -0.22 -0.04 -0.0099
H -0.50685 4.50003 2.37305 0.01 0.02 -0.01 0.0001
H -2.52832 5.25741 1.69533 0.00 0.01 0.00 0.0000
H -4.50646 4.79085 0.30368 0.01 0.01 -0.01 0.0000
H -4.56369 2.78505 -1.15386 -0.01 0.00 0.00 0.0001
H -2.62227 1.23372 -1.15281 0.00 -0.01 0.01 0.0001
```
Positions in Å, forces in eV/Å.

# 2
Molecular formula: C25H18CuN4OS
Method: DFT, ωB97M-V with the def2-TZVPD basis set

Summary:
Gap between HOMO and LUMO in eV: 5.55
HOMO energy in eV: -2.938
Charge: -1
Multiplicity: 1
E_tot in a.u.: -3296.4968

Structure (XYZ):
```
50
Properties=species:S:1:pos:R:3:forces:R:3:nbo_charge:R:1
Cu -0.47179 0.00806 1.01727 0.25 -0.79 0.41 0.8798
O -0.55855 3.80408 2.26658 -0.23 0.00 -0.13 -0.7539
C -0.69203 2.68882 1.71401 0.65 -0.07 0.18 0.5627
N 0.22423 1.77693 1.43661 0.29 1.00 -0.20 -0.7102
C 1.59356 2.13004 1.68587 -0.18 0.19 0.08 -0.2724
C 2.51978 1.88594 0.50465 -0.10 -0.08 0.02 0.2498
C 3.77821 2.49359 0.47813 0.06 0.02 -0.01 -0.2597
C 4.62334 2.26695 -0.59217 -0.03 0.02 0.08 -0.1824
C 4.20335 1.42535 -1.61233 0.00 -0.03 -0.03 -0.2912
C 2.94453 0.85833 -1.49963 0.06 0.03 -0.04 0.0431
N 2.12318 1.08519 -0.48093 -0.16 -0.02 0.07 -0.4155
C -2.04724 2.26481 1.20408 -0.24 -0.05 -0.20 0.1548
C -3.08751 3.18288 1.13161 0.00 0.10 0.06 -0.2281
C -4.26927 2.82668 0.50920 0.09 -0.17 0.01 -0.1890
C -4.37105 1.54897 -0.03137 -0.14 0.13 0.01 -0.2772
C -3.30624 0.68021 0.11495 0.02 -0.12 0.08 0.0389
N -2.17092 1.01070 0.73265 -0.57 0.59 -0.06 -0.4963
H 1.98268 1.55077 2.53592 0.06 -0.02 -0.04 0.2000
H 1.65887 3.18891 1.96537 0.11 -0.03 0.03 0.2121
H 4.07702 3.14468 1.29090 -0.03 0.01 0.01 0.2082
H 5.59625 2.74234 -0.63684 0.00 0.00 0.02 0.2011
H 4.83278 1.21897 -2.46849 -0.02 -0.02 0.00 0.2047
H 2.56847 0.18686 -2.26844 0.02 0.03 0.02 0.1844
H -2.91675 4.16399 1.55390 0.01 -0.02 0.01 0.2425
H -5.09499 3.52389 0.43997 0.01 0.02 -0.03 0.2031
H -5.26705 1.22829 -0.54708 0.02 -0.03 0.00 0.2077
H -3.35604 -0.33180 -0.27226 0.01 0.00 0.02 0.1976
S -0.35612 -3.84008 -1.30829 0.04 0.24 0.14 0.3188
C -0.85256 -2.67572 -2.50053 0.06 0.02 0.20 -0.2506
C -1.24967 -2.88810 -3.81177 -0.05 0.06 -0.08 -0.2129
C -1.58138 -1.78418 -4.58265 0.01 -0.14 0.03 -0.2385
C -1.51068 -0.49753 -4.04525 -0.01 0.08 0.00 -0.2283
C -1.11993 -0.28530 -2.73517 -0.01 0.08 0.10 -0.2237
C -0.79245 -1.38351 -1.94037 -0.02 -0.39 -0.47 0.1998
N -0.37496 -1.33988 -0.63646 0.12 -0.12 -0.02 -0.5404
C -0.10008 -2.51507 -0.15391 -0.22 -0.10 -0.70 0.1340
C 0.32253 -2.69883 1.21078 0.20 0.05 0.82 -0.1336
C 0.83201 -3.92197 1.66784 -0.08 0.08 -0.27 -0.2075
C 1.21683 -4.05189 2.98456 0.04 -0.08 0.10 -0.2816
C 1.11570 -2.94498 3.83019 0.00 0.04 -0.02 -0.2110
C 0.63353 -1.73432 3.35681 -0.02 -0.05 0.09 -0.2745
C 0.17937 -1.54813 2.03982 -0.06 -0.43 -0.33 -0.3817
H -1.30384 -3.89200 -4.21439 0.01 0.03 -0.05 0.2083
H -1.89697 -1.92382 -5.60913 0.00 0.01 0.01 0.2033
H -1.76652 0.34997 -4.66944 0.00 0.01 0.02 0.2065
H -1.05477 0.70812 -2.30684 0.00 -0.02 0.00 0.2365
H 0.93661 -4.75724 0.97888 0.01 -0.04 0.06 0.1885
H 1.59904 -4.99451 3.35876 0.01 0.01 -0.02 0.1930
H 1.41779 -3.04156 4.86905 0.02 0.01 -0.01 0.1893
H 0.58967 -0.89391 4.04543 -0.02 -0.03 0.02 0.1915
```
Positions in Å, forces in eV/Å.

# 3
Molecular formula: C25H18F3NO5PRhS2
Method: DFT, ωB97M-V with the def2-TZVPD basis set

Summary:
Gap between HOMO and LUMO (alpha / beta) in eV: 8.35 / 6.21
HOMO energy (alpha / beta) in eV: -8.178 / -8.982
⟨S²⟩: 6.0194
Multiplicity: 5
E_tot in a.u.: -2942.3115

Structure (XYZ):
```
56
Properties=species:S:1:pos:R:3:forces:R:3:mulliken_spin:R:1
Rh 0.02314 0.09668 0.02867 -0.17 0.24 -0.05 2.5318
O 2.04832 -0.20185 -1.20489 -0.04 0.19 0.05 0.0637
S 2.92115 -0.35301 -0.01818 0.03 0.26 -0.04 -0.0492
O 4.13478 0.41289 -0.04928 -0.01 -0.16 0.05 0.0123
O 2.09332 -0.15495 1.19875 0.01 0.13 -0.12 0.0628
C 3.29549 -2.07387 -0.02454 -0.14 -0.19 -0.04 -0.0003
C 4.60525 -2.51972 -0.00467 -0.05 0.05 0.00 0.0051
C 4.84854 -3.88444 -0.05264 0.02 -0.09 0.00 -0.0008
C 3.78886 -4.77848 -0.12296 0.07 -0.03 -0.01 0.0033
C 2.47918 -4.31879 -0.13952 0.01 0.01 0.04 0.0096
C 2.21180 -2.95685 -0.09002 0.10 0.18 0.02 0.0048
P 0.46613 -2.36339 -0.02768 -0.05 -0.38 0.09 0.2682
C -0.30411 -3.13244 -1.47554 0.10 0.02 -0.10 0.0129
C -1.67138 -3.40843 -1.51128 -0.04 0.02 0.00 0.0215
C -2.25034 -3.89261 -2.67649 0.03 0.02 0.04 -0.0102
C -1.47809 -4.08413 -3.81442 0.01 0.01 -0.01 0.0174
C -0.12356 -3.77975 -3.79253 0.00 -0.01 -0.01 -0.0081
C 0.46294 -3.30222 -2.62997 -0.03 -0.05 0.02 0.0221
C -0.12535 -3.22925 1.45905 -0.02 -0.06 -0.02 -0.0190
C 0.03153 -2.57148 2.67873 0.00 -0.05 0.02 -0.0098
C -0.35676 -3.19263 3.85754 -0.01 0.02 -0.01 0.0000
C -0.90413 -4.46887 3.82800 0.02 0.03 -0.01 0.0044
C -1.05397 -5.13008 2.61679 0.01 0.01 -0.03 -0.0013
C -0.66400 -4.51410 1.43504 0.02 0.00 0.01 0.0023
H 5.41074 -1.79611 0.03940 -0.07 -0.05 0.00 0.0004
H 5.86767 -4.25158 -0.03860 -0.05 0.01 0.00 0.0000
H 3.98260 -5.84355 -0.16466 -0.01 0.04 0.00 -0.0002
H 1.66071 -5.02659 -0.18860 0.01 -0.01 0.00 0.0018
H -2.28242 -3.21250 -0.63953 0.03 -0.05 -0.03 0.0044
H -3.31205 -4.10884 -2.69801 0.05 0.01 0.01 -0.0006
H -1.93397 -4.45992 -4.72269 0.02 0.02 0.04 0.0010
H 0.47846 -3.91063 -4.68388 -0.02 0.01 0.04 -0.0006
H 1.51812 -3.05546 -2.61911 -0.03 -0.01 -0.02 0.0029
H 0.45586 -1.57472 2.70601 0.00 0.00 0.00 -0.0097
H -0.23539 -2.67337 4.80064 0.00 -0.02 -0.04 0.0000
H -1.21280 -4.94893 4.74863 0.01 0.02 -0.02 0.0004
H -1.47423 -6.12878 2.59028 0.02 0.05 -0.01 0.0003
H -0.78016 -5.04068 0.49545 -0.03 0.03 0.00 0.0013
F -1.81873 5.20914 -2.11236 -0.08 0.02 -0.11 0.0026
C -1.87073 4.91504 -0.80228 0.25 -0.14 0.02 -0.0124
F -2.03124 6.07524 -0.14340 -0.04 0.10 -0.01 0.0002
F -2.96500 4.18656 -0.59134 -0.12 -0.03 0.04 0.0022
C -0.60042 4.22738 -0.36086 -0.01 0.07 0.05 -0.0098
C 0.43340 5.01208 0.13226 -0.05 0.05 0.05 -0.0219
C 1.61208 4.42722 0.55623 0.07 -0.01 0.00 0.0599
C 1.72778 3.04725 0.48824 -0.09 -0.02 -0.09 -0.0181
N 0.75540 2.30121 -0.02036 -0.22 0.07 0.27 0.1255
C -0.39304 2.85041 -0.44942 0.16 0.03 -0.19 0.0301
S -1.48850 1.64212 -1.09183 0.23 -0.33 0.13 0.6612
H 0.30095 6.08477 0.19563 0.01 -0.05 0.00 -0.0002
H 2.42662 5.02746 0.93716 -0.02 -0.03 0.00 0.0037
H 2.61559 2.52263 0.81815 -0.01 -0.04 0.03 0.0007
O -1.26553 0.40283 1.87640 -0.02 -0.33 -0.13 0.1338
C -2.12007 -0.44821 1.50999 0.25 0.13 -0.15 -0.0558
O -2.02155 -1.09188 0.43091 -0.04 0.35 0.20 0.1540
H -2.98700 -0.63096 2.15526 -0.06 -0.02 0.05 -0.0007
```
Positions in Å, forces in eV/Å.